No. 1
ORCA calculation (ωB97M-V/def2-TZVPD) on a molecular structure, C26H36BrN7O11PSn.

The geometry in XYZ format:
```
83
Properties=species:S:1:pos:R:3
Sn -0.299 1.058 -0.787
N 0.009 2.718 -2.964
C 0.690 1.998 -4.027
C 0.406 0.480 -4.006
O 0.620 -0.160 -5.036
N -0.028 0.013 -2.847
C -0.282 -1.407 -2.793
C -1.157 -1.804 -1.600
O -1.416 -2.982 -1.405
O -1.567 -0.857 -0.832
H -0.988 2.736 -3.157
H 0.318 3.683 -2.928
H 1.769 2.107 -3.891
H 0.435 2.361 -5.034
H 0.659 -1.968 -2.709
H -0.769 -1.747 -3.715
C 3.198 2.257 4.195
O 2.360 1.343 3.521
C 1.379 1.772 2.676
O 0.673 0.948 2.150
N 1.241 3.104 2.531
N 0.211 3.718 1.798
H 3.800 1.646 4.865
H 2.625 2.978 4.787
H 3.861 2.785 3.502
H 1.908 3.764 2.899
H 0.339 3.571 0.795
H -0.676 3.261 2.016
C 3.446 -4.106 1.567
N 2.510 -3.473 0.660
N 2.934 -2.256 0.119
C 1.896 -1.329 0.166
O 1.984 -0.190 -0.276
C 0.809 -2.010 0.806
C 1.208 -3.267 1.095
C 0.440 -4.361 1.740
C 3.996 -2.234 -0.788
C 4.434 -3.412 -1.392
C 5.479 -3.374 -2.295
C 6.095 -2.174 -2.607
C 5.639 -1.001 -2.028
C 4.601 -1.024 -1.115
H 4.432 -4.154 1.109
H 3.099 -5.115 1.779
H 3.523 -3.543 2.504
H -0.151 -1.563 0.956
H -0.616 -4.190 1.552
H 0.613 -4.381 2.817
H 0.723 -5.323 1.319
H 3.927 -4.341 -1.181
H 5.797 -4.288 -2.778
H 6.916 -2.152 -3.309
H 6.091 -0.057 -2.297
H 4.225 -0.115 -0.679
C -1.372 -1.117 3.727
O -2.437 -0.508 3.046
P -2.143 0.629 1.850
O -3.703 0.791 1.481
C -4.297 -0.179 0.642
O -2.009 1.970 2.774
C -3.036 2.316 3.683
H -1.814 -1.758 4.497
H -0.723 -0.375 4.199
H -0.766 -1.728 3.057
H -3.573 -0.565 -0.075
H -5.128 0.307 0.129
H -4.675 -1.007 1.246
H -2.575 2.918 4.470
H -3.486 1.419 4.115
H -3.811 2.896 3.179
Br -4.597 -0.703 -3.828
C -4.840 0.965 -2.946
C -6.086 1.577 -2.953
N -6.291 2.753 -2.387
C -5.269 3.353 -1.797
C -3.994 2.805 -1.710
C -3.778 1.569 -2.302
C -2.869 3.562 -1.006
O -2.971 4.779 -0.918
O -1.911 2.855 -0.583
H -6.938 1.111 -3.431
H -5.468 4.322 -1.361
H -2.808 1.098 -2.242
```

## Properties
2S+1   1
DFT total energy   -5353.15180 a.u.
Gap between HOMO and LUMO   0.2602 Ha
ΔE to the lowest compared entry with this formula, charge and spin   0.0 kJ/mol
Charge   -1

No. 2
ORCA calculation (ωB97M-V/def2-TZVPD) on C26H36FN3O in the gas phase.

The geometry in XYZ format:
```
67
Properties=species:S:1:pos:R:3
C 7.057 0.455 -0.246
C 5.662 0.004 -0.554
C 5.020 0.446 -1.702
C 3.727 0.055 -1.999
C 3.048 -0.793 -1.134
C 1.662 -1.263 -1.450
O 1.456 -2.386 -1.876
N 0.666 -0.363 -1.247
C 0.891 0.950 -0.684
C 1.081 0.932 0.852
N 1.627 2.139 1.431
C 3.015 2.385 1.104
C 0.806 3.313 1.229
C -0.692 -0.745 -1.581
C -1.573 -1.034 -0.363
C -1.021 -2.192 0.470
C -1.978 -2.527 1.611
C -3.378 -2.800 1.051
N -3.903 -1.709 0.254
C -4.349 -0.563 1.032
C -5.185 0.348 0.177
C -4.707 1.564 -0.293
C -5.481 2.375 -1.106
C -6.757 1.979 -1.467
C -7.262 0.774 -1.010
C -6.472 -0.019 -0.199
F -6.984 -1.181 0.255
C -2.997 -1.384 -0.828
C 3.697 -1.264 -0.001
C 4.992 -0.872 0.306
C 5.657 -1.383 1.546
H 7.421 1.131 -1.015
H 7.091 0.970 0.713
H 7.731 -0.399 -0.188
H 5.543 1.108 -2.379
H 3.249 0.400 -2.904
H 0.033 1.574 -0.945
H 1.784 1.388 -1.136
H 1.757 0.114 1.108
H 0.122 0.743 1.342
H 3.393 3.160 1.772
H 3.589 1.475 1.263
H 3.175 2.720 0.069
H -0.222 3.083 1.505
H 0.822 3.686 0.194
H 1.168 4.107 1.882
H -0.617 -1.647 -2.193
H -1.144 0.053 -2.182
H -1.621 -0.134 0.260
H -0.036 -1.934 0.866
H -0.899 -3.064 -0.176
H -1.624 -3.405 2.154
H -2.019 -1.693 2.317
H -4.082 -3.010 1.859
H -3.337 -3.679 0.400
H -3.524 0.018 1.476
H -4.967 -0.952 1.847
H -3.713 1.881 -0.012
H -5.087 3.316 -1.457
H -7.363 2.608 -2.102
H -8.255 0.444 -1.270
H -3.423 -0.557 -1.403
H -2.949 -2.260 -1.483
H 3.180 -1.954 0.651
H 5.934 -0.558 2.203
H 6.568 -1.925 1.296
H 4.996 -2.052 2.091
```

## Properties
2S+1   1
DFT total energy   -1351.72065 a.u.
SMILES   Cc1ccc(C(=O)N(CCN(C)C)C[C@@H]2CCCN(Cc3ccccc3F)C2)cc1C
Gap between HOMO and LUMO   0.3236 Ha
ΔE to the lowest compared entry with this formula, charge and spin   20.1 kJ/mol

No. 3
ORCA calculation (ωB97M-V/def2-TZVPD) on 6 unconnected molecules or ions with the total composition C26H36FNO17P.

The geometry in XYZ format:
```
82
Properties=species:S:1:pos:R:3
C -5.692 1.560 -0.193
C -4.481 0.584 0.388
C -3.000 0.788 -0.329
C -1.784 -0.183 0.188
C -0.282 -0.052 -0.531
O 0.734 0.271 0.311
O -0.041 -0.220 -1.972
C -0.207 -1.613 -2.413
C -1.368 -1.732 -3.574
F -0.400 -2.599 -1.323
C -2.035 -1.282 1.410
P -0.527 -2.319 1.959
C -0.868 -4.197 1.936
C -0.006 -1.675 3.682
C -3.547 -1.339 2.043
N -4.676 -0.434 1.508
H -6.281 1.095 -1.091
H -6.359 1.859 0.721
H -5.170 2.557 -0.567
H -2.833 1.597 -1.170
H 0.816 -1.911 -2.950
H -1.398 -0.760 -4.249
H -2.451 -1.943 -3.120
H -1.128 -2.636 -4.309
H -0.817 -4.568 3.060
H -1.871 -4.494 1.391
H 0.050 -4.700 1.363
H -0.485 -2.345 4.513
H -0.372 -0.546 3.801
H 1.165 -1.696 3.724
H -3.771 -2.077 2.932
H -5.611 -0.573 1.989
C -0.246 2.711 5.051
C -0.854 3.284 6.290
O -2.192 2.828 6.237
C -2.199 1.706 5.459
O -3.154 0.958 5.337
O -0.996 1.531 4.837
H 0.815 2.479 5.177
H -0.366 3.369 4.184
H -0.385 2.900 7.202
H -0.817 4.377 6.305
C -2.097 1.771 10.701
C -2.056 3.259 10.563
O -0.671 3.548 10.577
C -0.024 2.415 10.174
O 1.165 2.358 9.909
O -0.882 1.356 10.106
H -2.953 1.329 10.184
H -2.107 1.448 11.747
H -2.479 3.603 9.614
H -2.566 3.767 11.385
C 1.847 -0.604 -7.866
C 1.239 -0.031 -6.627
O -0.100 -0.487 -6.680
C -0.106 -1.609 -7.458
O -1.062 -2.357 -7.580
O 1.096 -1.785 -8.080
H 2.908 -0.836 -7.740
H 1.726 0.054 -8.733
H 1.708 -0.416 -5.715
H 1.276 1.062 -6.612
C 4.324 0.486 0.968
C 3.457 -0.446 1.750
O 4.136 -0.564 2.985
C 4.905 0.555 3.124
O 5.493 0.865 4.146
O 4.930 1.282 1.969
H 3.750 1.106 0.274
H 5.107 -0.039 0.412
H 2.458 -0.035 1.933
H 3.355 -1.423 1.268
C 3.864 -0.712 -12.506
C 2.996 -1.644 -11.724
O 3.676 -1.762 -10.488
C 4.445 -0.643 -10.350
O 5.033 -0.333 -9.327
O 4.470 0.085 -11.505
H 3.289 -0.092 -13.199
H 4.647 -1.237 -13.062
H 1.998 -1.232 -11.541
H 2.895 -2.621 -12.205
```

## Properties
2S+1   1
DFT total energy   -2786.78005 a.u.
Gap between HOMO and LUMO   0.2170 Ha
ΔE to the lowest compared entry with this formula, charge and spin   1189.5 kJ/mol
Charge   +1

No. 4
ORCA calculation (ωB97M-V/def2-TZVPD) on a molecular structure, C26H36N4NiO3S2.

The geometry in XYZ format:
```
72
Properties=species:S:1:pos:R:3
Ni 1.316 1.048 0.482
O 1.348 1.465 -1.533
S 1.054 0.967 -2.924
C 1.918 -0.674 -3.002
C 1.097 -1.863 -3.472
C 0.418 -2.635 -2.337
C 1.415 -3.255 -1.363
S 1.414 -2.485 0.321
O 1.372 -0.994 0.070
C -0.286 -2.881 0.820
C -1.058 -1.843 1.307
C -2.351 -2.081 1.739
C -2.856 -3.371 1.705
C -2.066 -4.415 1.251
C -0.770 -4.179 0.817
C -0.684 0.452 -2.913
C -1.304 0.086 -1.733
C -2.639 -0.281 -1.745
C -3.347 -0.258 -2.937
C -2.720 0.117 -4.116
C -1.381 0.472 -4.111
H 2.304 -0.818 -1.992
H 2.759 -0.502 -3.671
H 1.749 -2.548 -4.016
H 0.333 -1.534 -4.177
H -0.193 -3.421 -2.783
H -0.262 -1.977 -1.794
H 2.436 -3.161 -1.732
H 1.218 -4.308 -1.181
H -0.636 -0.847 1.337
H -2.960 -1.271 2.108
H -3.861 -3.564 2.046
H -2.455 -5.421 1.242
H -0.159 -5.004 0.490
H -0.729 0.093 -0.813
H -3.123 -0.576 -0.825
H -4.391 -0.531 -2.948
H -3.276 0.155 -5.040
H -0.885 0.770 -5.022
N 1.983 0.532 2.508
C 3.342 -0.040 2.425
C 4.138 0.670 1.333
C 4.440 2.142 1.663
C 3.737 3.108 0.711
N 2.269 2.984 0.753
H 2.032 1.398 3.041
H 1.383 -0.111 3.020
H 3.251 -1.097 2.173
H 3.862 0.041 3.387
H 3.551 0.619 0.397
H 5.064 0.123 1.168
H 5.511 2.326 1.584
H 4.154 2.364 2.694
H 4.063 2.906 -0.310
H 4.033 4.132 0.968
H 1.889 3.495 -0.044
H 1.918 3.435 1.597
N -3.369 1.219 3.929
C -3.794 1.409 2.663
O -4.862 1.047 2.237
C -2.790 2.014 1.712
C -3.241 2.846 0.691
C -2.332 3.276 -0.257
C -1.028 2.819 -0.184
N -0.595 1.997 0.775
C -1.455 1.631 1.724
H -4.048 0.869 4.588
H -2.579 1.714 4.309
H -4.277 3.143 0.658
H -2.624 3.948 -1.048
H -0.313 3.113 -0.936
H -1.074 0.997 2.514
```

## Properties
2S+1   3
DFT total energy   -3761.32384 a.u.
Gap between HOMO and LUMO (spin up / spin down)   0.3467 / 0.3224 Ha
Charge   +2